[1]
{
  "formula": "C41H53Br2ClFN7O2SiTl",
  "method": "ωB97M-V/def2-TZVPD",
  "symbols": ["Tl", "Br", "C", "Br", "H", "H", "C", "Si", "C", "C", "N", "C", "C", "C", "C", "C", "C", "F", "H", "H", "H", "H", "H", "H", "H", "H", "H", "H", "H", "H", "H", "N", "C", "C", "N", "C", "C", "H", "H", "H", "H", "H", "H", "H", "H", "H", "H", "H", "Cl", "C", "C", "C", "C", "C", "C", "C", "O", "O", "H", "H", "H", "H", "N", "C", "C", "C", "C", "C", "C", "C", "C", "C", "C", "C", "C", "C", "H", "H", "H", "H", "H", "H", "H", "H", "H", "H", "C", "C", "N", "C", "N", "C", "C", "C", "N", "C", "H", "H", "H", "H", "H", "H", "H", "H", "H", "H", "H", "H", "H"],
  "xyz": [[-0.64417, -0.04295, 1.16544], [-1.38446, -1.47669, 4.03470], [-1.09571, 0.04683, 5.23337], [-0.75524, 1.79853, 4.46272], [-0.23516, -0.19487, 5.84207], [-1.99394, 0.14979, 5.82577], [-5.22243, 2.56245, -0.39438], [-4.08645, 1.94016, 1.02623], [-2.55728, 3.05462, 0.93591], [-5.04119, 2.50381, 2.58276], [-3.61926, 0.32320, 0.96074], [-4.41050, -0.76336, 0.95733], [-5.83298, -0.76166, 0.91596], [-6.59133, -1.91821, 0.89374], [-5.98932, -3.17024, 0.90619], [-4.59847, -3.22927, 0.95110], [-3.85984, -2.07139, 0.98473], [-2.50770, -2.20519, 1.05398], [-5.18758, 3.65308, -0.46839], [-6.26450, 2.27951, -0.22471], [-4.92921, 2.15081, -1.36530], [-2.82899, 4.05112, 0.57543], [-1.80232, 2.64763, 0.26126], [-2.08963, 3.18442, 1.91336], [-5.23867, 3.57910, 2.55516], [-4.47468, 2.29291, 3.49364], [-6.00238, 1.98969, 2.66676], [-6.32671, 0.20328, 0.90194], [-7.67364, -1.84476, 0.86551], [-6.58049, -4.07671, 0.88872], [-4.07703, -4.17946, 0.96535], [-1.58111, -1.83545, -4.32939], [-0.33730, -1.96821, -3.48437], [-0.79367, -2.40124, -2.09720], [-1.68554, -1.41876, -1.52187], [-2.86789, -1.21294, -2.32235], [-2.53281, -0.81443, -3.76174], [-2.04922, -2.74125, -4.35443], [-1.31799, -1.55551, -5.27098], [0.10904, -0.97385, -3.44233], [0.34041, -2.67711, -3.96336], [0.05336, -2.53051, -1.42450], [-1.32013, -3.36516, -2.16430], [-1.19175, -0.53691, -1.39191], [-3.47459, -0.43395, -1.85519], [-3.45937, -2.13913, -2.32621], [-2.00025, 0.13267, -3.78330], [-3.41670, -0.77289, -4.40096], [-1.16785, 7.88800, -2.86578], [-0.82156, 6.18229, -2.73965], [-1.84532, 5.29914, -2.44627], [-1.56151, 3.94522, -2.35471], [-0.26888, 3.47629, -2.55922], [0.74211, 4.38025, -2.85597], [0.47393, 5.73839, -2.94238], [-0.01017, 1.97800, -2.51210], [0.26026, 1.44956, -3.61956], [-0.11127, 1.40758, -1.39948], [-2.85248, 5.66154, -2.28999], [-2.35437, 3.25109, -2.10710], [1.75021, 4.02185, -3.02703], [1.25845, 6.44653, -3.17256], [0.84208, -2.01364, 0.72501], [1.93041, -2.51842, 0.35581], [2.88658, -1.87616, -0.63234], [2.38607, -0.94804, -1.54309], [3.20222, -0.38147, -2.50724], [4.55472, -0.69912, -2.54971], [5.08073, -1.56908, -1.60573], [4.25213, -2.15996, -0.66039], [2.29548, -3.91705, 0.81724], [2.84768, -4.86862, -0.04099], [3.04003, -6.17991, 0.37392], [2.69237, -6.56411, 1.65956], [2.12114, -5.62970, 2.51719], [1.91481, -4.32797, 2.09425], [1.34653, -0.65720, -1.46848], [2.77865, 0.31424, -3.22419], [5.19614, -0.26801, -3.31035], [6.14123, -1.79630, -1.61210], [4.67038, -2.84624, 0.06664], [3.12026, -4.58323, -1.05059], [3.47222, -6.90551, -0.30644], [2.85172, -7.58418, 1.98816], [1.83548, -5.92516, 3.52013], [1.43161, -3.60327, 2.73850], [4.52698, 2.82618, 0.02643], [3.04457, 3.16050, 0.08494], [2.33442, 2.02882, 0.62495], [2.78676, 1.28025, 1.68015], [1.94198, 0.57364, 2.33937], [2.41029, -0.28834, 3.40147], [3.85215, -0.72901, 3.18625], [4.70275, 0.51330, 2.98037], [4.15471, 1.30629, 1.90100], [4.97766, 2.39128, 1.41080], [5.10856, 3.68797, -0.30668], [4.67555, 1.99927, -0.66490], [2.64698, 3.36595, -0.91047], [2.89773, 4.06398, 0.69751], [1.35231, 1.92831, 0.41434], [1.75262, -1.16166, 3.43164], [2.32506, 0.23498, 4.36657], [3.89260, -1.34066, 2.28272], [4.22351, -1.31183, 4.03148], [5.72563, 0.23658, 2.70565], [4.75163, 1.09584, 3.91434], [6.01166, 2.03617, 1.37777], [4.94838, 3.25303, 2.09862]],
  "mulliken_charge": [0.966, -0.068, -0.653, -0.091, 0.389, 0.458, -1.221, -0.085, -0.176, -1.098, 0.708, 0.134, -0.332, -0.879, -0.481, -0.782, 0.102, -0.012, 0.382, 0.390, 0.290, 0.376, -0.515, 0.193, 0.322, 0.220, 0.329, 0.168, 0.376, 0.364, 0.415, -0.036, -0.222, -0.027, 0.773, -0.518, -0.529, 0.387, 0.367, 0.096, 0.321, -0.816, 0.469, -0.558, -0.107, 0.393, 0.194, 0.409, -0.262, 0.380, -0.897, -0.047, 0.015, -0.119, -0.960, -0.299, -0.832, -0.163, 0.438, 0.541, 0.504, 0.407, -0.442, -0.760, -0.083, 1.445, -0.716, -0.872, -0.992, -0.100, 0.640, -0.087, -0.943, -0.433, -0.754, -0.509, 0.285, 0.493, 0.402, 0.404, 0.475, 0.467, 0.379, 0.377, 0.403, 0.300, -0.596, 0.110, 0.488, 0.155, -0.097, -0.490, -0.031, -0.945, 0.487, -0.797, 0.436, 0.136, -0.329, 0.303, -0.624, -0.071, 0.362, -0.195, 0.440, 0.466, 0.227, 0.423, 0.266],
  "charge": -1,
  "relative_energy_kcal_mol": 5.15,
  "homo_lumo_gap_ha": 0.1886
}

***

[2]
{
  "formula": "C41H53BrN2S4Tl",
  "method": "ωB97M-V/def2-TZVPD",
  "symbols": ["Tl", "C", "C", "C", "C", "C", "C", "C", "C", "C", "C", "C", "C", "C", "C", "C", "C", "C", "H", "H", "H", "H", "H", "H", "H", "H", "H", "H", "H", "H", "H", "H", "H", "H", "H", "H", "H", "H", "H", "H", "H", "H", "H", "H", "H", "H", "H", "C", "C", "S", "C", "C", "S", "C", "C", "S", "H", "H", "H", "H", "H", "H", "H", "H", "H", "H", "H", "H", "S", "C", "C", "C", "C", "C", "C", "N", "C", "C", "C", "C", "C", "C", "C", "H", "H", "H", "H", "H", "H", "H", "H", "Br", "C", "C", "C", "N", "C", "C", "H", "H", "H", "H"],
  "xyz": [[0.09874, -0.26823, -0.02573], [1.69434, 0.35942, -2.00020], [2.30032, -0.19901, -0.77347], [2.39128, -1.68560, -1.06398], [1.84473, -1.87055, -2.30390], [1.39096, -0.63614, -2.88226], [0.73694, -0.49422, -4.23648], [0.04026, 0.86050, -4.35879], [-0.29587, -1.60482, -4.45701], [1.83402, -0.60395, -5.30631], [2.89063, -2.86592, -0.21694], [4.41377, -2.89662, -0.00295], [2.20505, -2.88187, 1.15681], [2.56725, -4.19236, -0.92191], [3.40205, 0.66431, -0.11919], [3.14963, 2.16776, -0.32322], [3.57186, 0.43863, 1.38022], [4.71237, 0.37534, -0.87791], [1.55304, 1.41666, -2.15967], [1.69255, -2.83378, -2.76477], [-0.71582, 0.98327, -3.57646], [-0.46510, 0.93665, -5.32294], [0.74914, 1.68861, -4.29273], [-1.10666, -1.54522, -3.72817], [0.15405, -2.59506, -4.37931], [-0.72681, -1.51693, -5.45636], [2.58938, 0.17166, -5.16992], [1.40135, -0.49407, -6.30283], [2.33161, -1.57421, -5.25788], [4.78372, -2.10115, 0.63770], [4.94310, -2.85253, -0.95578], [4.67848, -3.84144, 0.47481], [2.42341, -1.98540, 1.72971], [2.54189, -3.74370, 1.73848], [1.11702, -2.96534, 1.05376], [3.10090, -4.27843, -1.86946], [1.50495, -4.33288, -1.12115], [2.89153, -5.01521, -0.28382], [2.20183, 2.50902, 0.08621], [3.19086, 2.44401, -1.37624], [3.94237, 2.71934, 0.18403], [2.62449, 0.59494, 1.90393], [4.29858, 1.14884, 1.77936], [3.92171, -0.55772, 1.63336], [4.57883, 0.57969, -1.94211], [5.05402, -0.64766, -0.76925], [5.49954, 1.03559, -0.50691], [-3.11495, 0.23171, 4.44752], [-3.55479, -0.50138, 3.18559], [-2.31339, -1.27115, 2.12868], [-1.47231, -2.43619, 3.21363], [-0.42851, -1.90072, 4.20316], [0.70141, -0.64563, 3.53953], [0.73441, 0.57396, 4.87324], [-0.60036, 1.07715, 5.43131], [-1.86682, 1.53336, 4.21948], [-2.73458, -0.47622, 5.18186], [-3.99890, 0.69201, 4.89105], [-4.07902, 0.17724, 2.50899], [-4.27649, -1.26831, 3.47745], [-0.99636, -3.14156, 2.52806], [-2.21179, -3.01608, 3.77112], [0.16730, -2.74304, 4.55624], [-0.91734, -1.47548, 5.07636], [1.31116, 1.40372, 4.45647], [1.32932, 0.18226, 5.70054], [-0.38969, 1.95755, 6.04039], [-1.03412, 0.34881, 6.11477], [-4.15655, 1.11289, -2.36699], [-4.26143, 2.44547, -1.26565], [-4.96319, 3.64203, -1.39489], [-4.89730, 4.54607, -0.35334], [-4.15574, 4.26390, 0.80161], [-3.45880, 3.08012, 0.92588], [-3.50112, 2.16305, -0.12521], [-2.84902, 0.93841, -0.14573], [-3.11962, 0.29023, -1.23025], [-2.62759, -1.07624, -1.47553], [-3.43092, -1.96421, -2.18882], [-3.06483, -3.29137, -2.34787], [-1.88671, -3.74401, -1.77784], [-1.07088, -2.85584, -1.09016], [-1.41420, -1.51811, -0.94435], [-5.54583, 3.85651, -2.28052], [-5.43309, 5.48281, -0.42731], [-4.13242, 4.98579, 1.60772], [-2.88518, 2.85394, 1.81615], [-4.37746, -1.62894, -2.59558], [-3.70507, -3.96657, -2.89897], [-1.59206, -4.78115, -1.87574], [-0.13893, -3.21498, -0.68158], [-0.56854, 6.65763, 1.02872], [-0.38216, 4.81645, 0.72880], [-0.10608, 3.96424, 1.78581], [-0.00142, 2.61236, 1.51889], [-0.16046, 2.10509, 0.29598], [-0.43106, 2.93549, -0.71291], [-0.54255, 4.30128, -0.54731], [0.01941, 4.33924, 2.79132], [0.20804, 1.90530, 2.30965], [-0.55511, 2.48760, -1.69266], [-0.76858, 4.93923, -1.38917]],
  "mulliken_charge": [0.599, -1.850, 2.698, -0.920, -0.492, -0.605, 1.824, -1.603, -1.546, -1.862, 3.063, -2.203, -1.308, -2.112, 2.283, -1.924, -1.653, -1.748, 0.608, 0.669, 0.146, 0.475, 0.312, 0.185, 0.344, 0.543, 0.353, 0.480, 0.344, 0.312, 0.400, 0.556, 0.010, 0.662, -0.084, 0.462, 0.226, 0.508, 0.208, 0.327, 0.577, 0.069, 0.633, 0.096, 0.327, 0.260, 0.500, -0.934, -1.037, 0.488, -1.177, -1.056, 0.521, -1.127, -0.952, 0.095, 0.362, 0.583, 0.194, 0.625, 0.269, 0.640, 0.572, 0.410, 0.349, 0.595, 0.483, 0.501, -0.245, 0.868, -0.740, -0.590, -0.818, 0.053, -0.872, 0.409, -0.205, 0.797, -0.559, -1.109, -0.882, 0.431, 0.064, 0.446, 0.418, 0.505, 0.378, 0.502, 0.407, 0.526, -0.310, -0.098, -0.448, -0.501, 0.339, 1.667, -0.417, -1.057, 0.499, -0.682, 0.116, 0.554],
  "charge": 1,
  "relative_energy_kcal_mol": 12.53,
  "homo_lumo_gap_ha": 0.2757
}

***

no.,highest occupied orbital energy (eV)
1,-3.62
2,-10.66